Entry 1:
50
Properties=species:S:1:pos:R:3:forces:R:3 method="wB97M-V/def2-TZVPD" gap_ev="6.9666 / 6.1278" spin_multiplicity=5 total_charge=0
Ir -0.28914 0.61474 1.07335 -0.41 -0.02 -0.22
O 1.93716 3.51824 3.45543 0.05 0.10 -0.07
C 0.99062 2.64132 3.15548 -0.37 -0.04 -0.09
O 0.15576 2.82891 2.29417 0.25 0.09 0.25
C 0.97922 1.44003 4.08245 0.04 -0.10 -0.14
O 0.60731 0.25230 3.41466 0.14 -0.13 -0.12
C 1.72980 -0.57500 3.03184 -0.42 0.08 0.32
C 2.49271 -0.01585 1.84316 0.05 0.50 -0.37
O 3.62493 -0.39945 1.64126 0.09 -0.10 -0.04
O 1.84800 0.86729 1.13214 0.17 -0.27 0.34
H 1.84807 4.26818 2.84346 0.03 -0.03 0.08
H 0.21150 1.64393 4.83133 0.00 0.02 0.05
H 1.94029 1.32960 4.58226 0.06 0.04 0.00
H 1.30396 -1.54479 2.77491 -0.02 -0.01 0.00
H 2.40139 -0.70059 3.87956 0.06 -0.01 0.01
C 1.96886 -0.44100 -1.51793 -0.03 -0.04 -0.07
C 0.81397 -1.37265 -1.32873 0.02 -0.03 0.02
C 0.63517 -2.45198 -2.22815 0.06 0.05 -0.04
C -0.38190 -3.33763 -2.05766 -0.08 -0.08 0.00
C -1.26211 -3.19947 -0.95878 0.08 -0.02 -0.08
C -2.33225 -4.07113 -0.64780 0.00 0.02 -0.03
Br -2.72329 -5.54749 -1.76661 0.02 0.01 0.00
C -3.09510 -3.85820 0.46132 -0.02 0.04 0.09
C -2.82807 -2.77074 1.31368 -0.27 -0.19 0.04
Br -3.90385 -2.52451 2.84078 0.00 0.00 0.00
C -1.81267 -1.87869 1.06225 0.16 0.30 0.21
O -1.52588 -0.85661 1.84257 -0.13 -0.41 -0.01
C -1.02760 -2.11206 -0.10284 0.26 0.16 -0.09
N -0.01318 -1.21529 -0.31274 0.03 -0.11 -0.08
H 2.28025 -0.43009 -2.56229 -0.03 -0.01 0.01
H 2.81492 -0.77945 -0.91241 -0.03 0.02 0.01
H 1.73834 0.56587 -1.18651 -0.04 0.05 -0.01
H 1.32260 -2.55099 -3.05795 -0.01 0.00 0.03
H -0.52081 -4.15782 -2.74961 -0.01 0.01 0.01
H -3.91002 -4.52676 0.69889 -0.01 0.01 0.02
C -1.88981 1.87144 0.24708 0.50 0.00 0.18
C -1.13423 1.97326 -0.98399 -0.10 0.16 -0.11
C -0.13811 2.97022 -1.15939 -0.03 0.00 -0.05
C 0.56466 3.07222 -2.33612 -0.01 0.05 0.05
C 0.29835 2.19161 -3.39115 0.22 -0.03 -0.26
C -0.67788 1.20468 -3.24485 -0.03 -0.07 -0.02
C -1.37679 1.09494 -2.06449 -0.05 -0.05 0.00
C 1.04774 2.28075 -4.62050 -0.15 0.00 0.28
N 1.65223 2.34132 -5.59708 -0.01 0.00 0.00
H -2.77515 1.24434 0.23739 -0.02 0.00 -0.02
H -1.95254 2.75294 0.87233 -0.04 0.06 -0.08
H 0.06115 3.65312 -0.34277 0.02 -0.01 -0.01
H 1.32556 3.83188 -2.45750 -0.01 -0.01 0.01
H -0.88243 0.53118 -4.06744 0.00 0.01 0.02
H -2.14168 0.33393 -1.95646 0.02 0.00 -0.01

Entry 2:
74
Properties=species:S:1:pos:R:3:forces:R:3 method="wB97M-V/def2-TZVPD" gap_ev=6.8702 spin_multiplicity=1 total_charge=-1
C 0.34421 -4.29248 3.67605 0.48 -0.49 0.54
C 0.99093 -2.90022 3.34722 0.82 -1.00 0.24
O 0.37274 -2.20351 2.24634 -0.78 0.03 0.79
B -1.04801 -2.20211 2.36425 -0.51 -1.07 -0.26
O -1.73835 -3.19682 1.61805 0.64 1.90 -0.18
C -1.91328 -1.21548 3.29187 -0.84 -1.07 0.56
N -2.28115 0.08198 2.66143 1.39 0.04 -0.60
C -1.11548 0.91149 2.27861 -0.34 0.39 0.24
C 0.00830 1.02360 3.34543 0.16 0.57 -0.88
O 1.00338 1.67121 3.06249 -0.30 -0.38 0.17
C -3.29133 -1.97322 3.56925 -0.74 -2.27 2.18
O -4.32782 -1.65326 2.96727 0.79 0.73 -0.61
O -3.24391 -2.92171 4.45801 1.03 1.87 -1.59
H -0.51492 -4.22337 4.40117 0.53 0.11 -1.07
H 0.06520 -4.88180 2.76229 0.09 0.78 0.83
H 1.11980 -4.92021 4.20789 -0.62 0.71 -0.48
H 2.06048 -3.07391 3.03688 -1.03 0.27 0.24
H 1.02159 -2.30584 4.29851 -0.20 -0.14 -0.88
H -1.48037 -3.12024 0.68221 0.12 -0.60 0.39
H -1.44550 -1.10954 4.30958 -0.46 0.27 -0.97
H -2.71684 -0.17600 1.76699 -0.36 0.11 0.74
H -1.51278 1.96097 2.13368 0.63 -0.84 0.15
H -0.65908 0.63446 1.28158 -0.04 0.14 1.02
H -0.04084 0.57552 4.37705 -0.44 0.15 -0.84
N 1.80981 -0.07319 0.15577 0.06 -0.02 -0.08
C 1.80758 -1.27247 -0.49928 -0.03 -0.12 0.04
C 2.04593 -1.03085 -1.82893 0.00 -0.06 0.04
C 2.20350 0.37139 -1.97952 -0.01 0.18 -0.05
C 2.05532 0.93386 -0.73650 -0.07 0.01 0.08
H 1.65541 0.04912 1.14424 0.00 -0.05 -0.05
H 1.63588 -2.19172 0.03670 -0.04 0.07 0.00
H 2.10204 -1.77748 -2.60583 0.00 0.03 0.05
H 2.40381 0.90745 -2.89486 0.04 -0.02 0.05
H 2.10232 1.96038 -0.41185 0.05 -0.06 -0.04
N -4.45237 2.20362 0.33956 -0.01 0.02 -0.04
C -3.97257 3.27222 1.04422 0.04 -0.07 0.10
C -3.80403 4.31637 0.17082 0.01 0.02 0.10
C -4.20430 3.86008 -1.11181 -0.06 -0.07 -0.12
C -4.60162 2.55356 -0.97417 0.02 -0.05 0.02
H -4.66380 1.29853 0.72983 0.01 0.07 0.07
H -3.79147 3.19625 2.10452 -0.02 -0.01 -0.05
H -3.43566 5.29806 0.42456 -0.01 -0.05 0.00
H -4.20186 4.42506 -2.03100 0.00 -0.03 0.04
H -4.97519 1.84505 -1.69577 0.03 0.05 0.02
N -1.97554 -7.17596 -0.59165 0.13 0.07 -0.03
C -1.61856 -6.22938 0.32979 -0.08 -0.02 0.13
C -0.40558 -5.71133 -0.04686 -0.05 0.02 0.04
C -0.01860 -6.36705 -1.24539 -0.02 -0.10 -0.11
C -1.00822 -7.26286 -1.55816 -0.01 -0.10 -0.06
H -2.81807 -7.72225 -0.56366 0.06 0.09 0.01
H -2.25549 -6.00757 1.17170 0.07 0.10 -0.03
H 0.14272 -4.94548 0.47898 -0.05 -0.03 -0.02
H 0.88309 -6.19982 -1.81383 -0.05 -0.01 0.02
H -1.10796 -7.95305 -2.38057 0.03 0.05 0.03
N 2.27688 2.38187 -5.62236 0.05 -0.01 -0.09
C 3.23757 3.23594 -6.09196 -0.01 0.06 0.04
C 4.20697 2.48474 -6.70539 -0.02 0.14 -0.01
C 3.81306 1.12504 -6.60663 -0.07 -0.10 0.01
C 2.61775 1.09455 -5.93623 -0.07 -0.06 0.05
H 1.44833 2.65738 -5.12415 0.08 -0.04 -0.03
H 3.14901 4.30060 -5.94794 0.04 -0.06 0.00
H 5.09953 2.86867 -7.17392 -0.05 -0.01 0.03
H 4.34568 0.26668 -6.98476 -0.03 0.04 0.03
H 1.98199 0.27057 -5.65450 0.06 0.03 0.00
N 1.81461 4.40062 1.08712 -0.02 0.02 -0.07
C 2.29988 5.46157 1.79941 0.02 -0.08 0.03
C 2.47507 6.51026 0.93205 0.02 0.03 0.15
C 2.07398 6.06512 -0.35321 -0.05 -0.06 -0.13
C 1.66900 4.76064 -0.22445 0.02 -0.06 0.03
H 1.59678 3.49283 1.47049 -0.06 0.05 0.10
H 2.47967 5.37889 2.85905 0.00 0.01 -0.06
H 2.84848 7.48841 1.19234 -0.02 -0.05 0.00
H 2.08053 6.63610 -1.26860 -0.01 -0.03 0.04
H 1.29174 4.05950 -0.95149 -0.01 0.07 0.02

Entry 3:
86
Properties=species:S:1:pos:R:3:forces:R:3 method="wB97M-V/def2-TZVPD" gap_ev="4.9124 / 2.2422" spin_multiplicity=6 total_charge=+3
Ru 0.00161 0.82382 -0.65395 -0.64 -1.11 1.05
P -0.84694 2.13675 1.10406 -1.06 1.82 1.95
P -2.01510 0.22626 -1.73386 -2.11 -0.41 -1.12
P 0.38816 2.56154 -2.04758 0.97 2.64 -1.87
H 9.49049 -0.19194 0.18998 0.05 0.36 0.00
C 9.54310 0.89956 0.12711 0.07 0.36 0.57
C 9.62221 1.66048 1.22977 -0.04 -0.35 -0.53
H 9.63930 1.21955 2.23168 -0.05 0.15 -0.40
C -1.15202 1.55749 2.82925 0.16 -0.21 0.15
C -2.48403 2.92071 0.74861 0.06 0.01 0.02
C 0.20028 3.59761 1.50166 0.02 -0.20 -0.01
C -1.68907 -0.93307 -3.12317 0.22 0.03 0.05
C -3.30440 -0.76718 -0.87289 -0.13 -0.08 0.23
C -3.05825 1.52717 -2.51322 -0.07 -0.07 0.07
C 2.02922 3.29917 -1.72414 0.02 0.21 -0.12
C -0.68374 4.05872 -2.00412 -0.13 0.08 -0.03
C 0.45379 2.26000 -3.85553 0.10 0.14 -0.11
H 9.59120 1.33928 -0.87393 -0.02 -0.11 0.34
H 9.71492 2.74954 1.16962 -0.03 -0.42 0.00
H -0.27136 1.00850 3.18944 -0.19 0.11 -0.02
H -2.02616 0.89728 2.90452 0.22 0.25 -0.01
H -1.30949 2.42817 3.48959 0.04 -0.31 -0.36
H -3.25974 2.14994 0.64239 0.17 0.16 0.04
H -2.44214 3.51087 -0.17349 -0.05 -0.16 0.27
H -2.77698 3.59117 1.57208 0.17 -0.24 -0.22
H 1.16436 3.21673 1.86597 -0.19 0.18 -0.06
H -0.26839 4.19862 2.29542 0.10 -0.16 -0.34
H 0.38020 4.22019 0.61900 0.00 -0.13 0.32
H -2.63712 -1.32045 -3.52771 0.27 0.24 0.13
H -1.09829 -1.77561 -2.74295 -0.08 0.12 -0.16
H -1.12343 -0.43372 -3.91776 -0.11 -0.18 0.13
H -4.16203 -0.92944 -1.54573 0.33 0.14 0.17
H -3.66014 -0.26506 0.03591 0.00 -0.08 -0.20
H -2.89802 -1.75018 -0.59355 -0.04 0.31 -0.12
H -3.93975 1.06763 -2.98680 0.34 0.07 0.13
H -2.49904 2.07315 -3.28219 -0.13 -0.16 0.19
H -3.41207 2.23437 -1.75196 0.10 -0.18 -0.25
H 2.10390 4.25519 -2.26132 0.13 -0.26 0.10
H 2.81800 2.61660 -2.06198 -0.16 0.22 0.06
H 2.15760 3.47424 -0.64969 -0.01 -0.01 -0.28
H -0.32172 4.75616 -2.77394 -0.06 -0.20 0.23
H -0.64257 4.56543 -1.03377 -0.04 -0.13 -0.30
H -1.72412 3.80518 -2.23410 0.26 0.14 0.06
H 0.48743 3.23292 -4.36704 0.03 -0.32 0.04
H -0.42092 1.70158 -4.20856 0.18 0.15 0.04
H 1.35860 1.68950 -4.11058 -0.32 0.25 -0.02
C 3.48643 -0.01830 -1.88624 -0.32 -0.61 -0.43
C 3.95550 0.43952 -0.64394 0.46 0.32 0.40
C 5.32865 0.59572 -0.43701 -0.68 -0.02 0.15
C 6.23920 0.25134 -1.44406 -0.15 -0.06 -0.18
C 5.77553 -0.25361 -2.67058 -0.21 -0.02 -0.17
C 4.41042 -0.38250 -2.89849 0.25 -0.06 -0.09
Se 1.65485 -0.28985 -2.27582 2.10 -0.68 -0.23
H 1.09296 1.48875 0.31771 0.10 0.00 -0.08
H 3.23682 0.66673 0.14702 0.29 0.04 -0.22
H 5.68494 0.98336 0.51954 -0.04 -0.17 -0.31
H 7.30889 0.37183 -1.26542 -0.31 -0.04 -0.04
H 6.48392 -0.54948 -3.44992 -0.27 0.15 0.31
H 4.02401 -0.77014 -3.84437 0.27 0.12 0.28
C -4.89943 -3.30744 4.68950 0.32 0.17 0.78
C -4.91861 -3.39207 3.17892 -0.30 -0.69 -0.40
N -3.57482 -3.56262 2.59463 -2.63 -0.39 -1.02
C -3.46359 -4.63790 1.57441 1.02 -0.40 0.75
C -4.41007 -4.46513 0.39411 -0.49 0.46 -0.04
C -2.79217 -2.43669 2.63481 1.91 2.63 0.98
O -3.16713 -1.41723 3.24117 0.19 -2.00 -1.31
C -1.46506 -2.44051 1.94332 0.05 0.35 0.08
C -0.53726 -3.48471 1.98352 0.29 0.41 -0.51
C 0.67601 -3.27414 1.31875 -0.04 0.27 0.00
C 0.90812 -2.06531 0.64148 -0.26 -0.36 -0.15
N -0.00275 -1.07144 0.59645 0.19 -1.51 1.16
C -1.13015 -1.24854 1.29918 0.08 0.06 -0.22
H -4.47929 -4.21932 5.11326 -0.06 0.02 0.05
H -5.92442 -3.19805 5.04305 0.03 -0.05 -0.07
H -4.32047 -2.44306 5.02288 -0.19 -0.22 0.03
H -5.49911 -4.26280 2.84882 0.11 0.35 0.15
H -5.35884 -2.46568 2.76862 0.26 -0.31 0.02
H -2.43047 -4.70365 1.23068 -0.27 0.10 0.09
H -3.69386 -5.56977 2.11002 -0.06 0.16 -0.03
H -4.21484 -3.51992 -0.12414 -0.09 -0.19 0.07
H -4.25473 -5.28777 -0.30767 0.08 0.05 0.19
H -5.44983 -4.49039 0.72841 0.11 0.02 -0.22
H -0.77369 -4.41356 2.50460 0.36 0.21 -0.12
H 1.45127 -4.03171 1.29662 -0.11 0.04 0.11
H 1.83624 -1.90139 0.06619 -0.55 -0.15 0.47
H -1.81052 -0.38700 1.31947 0.23 -0.66 -0.03